No. 1
{"formula": "C22H25AlBr54ClFNS", "method": "wB97M-V/def2-TZVPD", "symbols": ["C", "C", "Cl", "C", "Al", "F", "N", "C", "S", "H", "H", "H", "H", "H", "H", "H", "C", "Br", "Br", "Br", "H", "C", "Br", "Br", "Br", "H", "C", "Br", "Br", "Br", "H", "C", "Br", "Br", "Br", "H", "C", "Br", "Br", "Br", "H", "C", "Br", "Br", "Br", "H", "C", "Br", "Br", "Br", "H", "C", "Br", "Br", "Br", "H", "C", "Br", "Br", "Br", "H", "C", "Br", "Br", "Br", "H", "C", "Br", "Br", "Br", "H", "C", "Br", "Br", "Br", "H", "C", "Br", "Br", "Br", "H", "C", "Br", "Br", "Br", "H", "C", "Br", "Br", "Br", "H", "C", "Br", "Br", "Br", "H", "C", "Br", "Br", "Br", "H", "C", "Br", "Br", "Br", "H"], "positions_angstrom": [[6.06085, -4.28508, -3.81697], [5.77531, -3.07742, -4.74744], [6.79386, -1.64906, -4.23602], [4.29353, -2.60480, -4.77835], [3.31501, -2.70936, -2.99886], [4.43729, -2.85072, -1.62328], [2.16369, -4.29962, -2.97753], [2.25064, -4.88004, -3.91558], [2.46036, -5.86779, -5.16570], [5.16101, -4.79225, -3.44967], [6.71986, -3.95990, -3.00084], [6.64114, -5.04548, -4.37267], [6.07068, -3.34193, -5.77327], [3.73024, -3.06291, -5.61221], [4.32107, -1.52479, -5.02459], [2.33203, -1.46002, -2.86441], [-1.59166, -1.37786, -3.13924], [-1.93099, -1.19080, -5.03354], [-0.14789, -2.60475, -2.79024], [-1.29910, 0.33666, -2.29298], [-2.48624, -1.79666, -2.69922], [-5.91793, -1.21107, -0.92952], [-6.38784, -1.13098, -2.79648], [-4.62720, -2.59789, -0.56776], [-5.33003, 0.50936, -0.28226], [-6.81620, -1.46726, -0.38378], [-1.43079, 3.34794, 1.15678], [-1.31902, 2.04999, 2.57766], [0.10571, 3.26535, -0.01093], [-3.09042, 3.19146, 0.18998], [-1.42873, 4.32846, 1.61379], [6.70613, 2.61761, -4.50870], [5.00845, 1.73308, -4.31217], [8.12799, 1.64971, -3.63149], [7.12213, 2.97357, -6.36109], [6.62383, 3.57454, -4.01440], [2.86422, -4.33237, 1.91737], [2.50181, -4.16229, 0.03568], [4.32234, -5.57287, 2.24934], [3.14553, -2.61370, 2.74936], [1.98385, -4.75592, 2.38159], [2.76533, 2.65097, 2.32087], [2.63562, 3.35650, 4.11559], [3.78343, 3.81633, 1.16747], [3.44978, 0.85225, 2.30301], [1.75920, 2.61110, 1.92323], [-1.37039, 1.70120, 6.99830], [-0.55180, 0.54163, 5.70009], [-2.60678, 2.87826, 6.10309], [-2.19864, 0.72458, 8.44411], [-0.58702, 2.30649, 7.43449], [-6.01632, 4.59581, 4.04181], [-4.20446, 5.23536, 4.23709], [-7.29056, 6.04800, 4.06284], [-6.21842, 3.46863, 2.48874], [-6.22759, 3.97697, 4.90361], [1.74146, -4.29508, 6.75195], [3.55101, -3.66220, 6.93779], [0.47227, -2.86039, 6.97331], [1.46097, -5.23565, 5.09448], [1.56814, -5.00511, 7.54928], [-2.67575, -5.17331, 5.89957], [-2.10186, -6.97597, 5.51181], [-2.41639, -4.00267, 4.38964], [-4.49294, -5.11227, 6.54686], [-2.04408, -4.80527, 6.69826], [-7.00078, 5.23160, -1.38964], [-8.70041, 5.39386, -2.28625], [-7.03994, 6.03041, 0.36814], [-6.39673, 3.39527, -1.33138], [-6.27292, 5.79126, -1.97869], [4.49321, 6.20895, -3.51455], [4.20709, 5.49156, -1.74715], [6.36833, 6.25987, -3.97558], [3.45011, 5.26979, -4.83645], [4.14560, 7.23294, -3.50350], [-8.29620, 0.88838, -6.04186], [-7.40958, 1.95160, -4.70190], [-7.22505, -0.62960, -6.56651], [-10.06208, 0.35106, -5.47412], [-8.41909, 1.51198, -6.91695], [-4.28155, 8.48407, -3.68058], [-3.43342, 7.19288, -4.83365], [-5.53201, 9.59442, -4.64181], [-5.10704, 7.64063, -2.15122], [-3.50358, 9.13383, -3.30284], [7.51106, -2.72202, 5.52831], [9.34664, -3.18188, 5.14031], [7.23447, -0.81080, 5.51772], [6.27994, -3.62566, 4.35276], [7.30519, -3.06597, 6.53313], [12.29617, 2.10621, -3.46134], [11.93560, 2.28474, -5.34538], [13.76328, 0.89869, -3.12402], [12.57316, 3.82128, -2.62060], [11.41475, 1.66989, -3.00953], [-5.86149, -3.27858, 9.83304], [-5.36348, -1.88880, 8.59166], [-6.57538, -2.55100, 11.47179], [-7.06848, -4.55866, 9.03701], [-4.95718, -3.81388, 10.09036], [-8.62118, -4.10458, -4.33738], [-8.88008, -4.62573, -2.49728], [-6.81797, -4.44030, -4.92604], [-9.92176, -4.92440, -5.50452], [-8.77811, -3.03405, -4.38922]], "lowdin_charge": [-0.143, -0.739, 0.520, -0.283, 0.075, -0.332, -0.052, -0.999, 0.564, 0.053, 0.056, 0.070, 0.082, 0.042, 0.012, -0.080, -1.608, 0.551, 0.645, 0.532, -0.082, -1.588, 0.551, 0.610, 0.516, -0.026, -1.575, 0.565, 0.633, 0.520, -0.026, -1.632, 0.577, 0.555, 0.547, -0.120, -1.599, 0.708, 0.539, 0.511, -0.091, -1.644, 0.549, 0.529, 0.580, -0.141, -1.606, 0.541, 0.527, 0.561, -0.025, -1.590, 0.546, 0.564, 0.530, -0.028, -1.599, 0.574, 0.556, 0.604, -0.029, -1.633, 0.557, 0.560, 0.546, -0.060, -1.645, 0.583, 0.527, 0.496, -0.188, -1.606, 0.542, 0.609, 0.576, -0.035, -1.620, 0.541, 0.563, 0.564, -0.031, -1.606, 0.591, 0.576, 0.681, -0.030, -1.635, 0.561, 0.562, 0.515, -0.037, -1.647, 0.555, 0.561, 0.554, -0.052, -1.637, 0.547, 0.565, 0.543, -0.029, -1.649, 0.557, 0.553, 0.560, -0.059], "gap_ev": 6.6, "total_charge": -1, "homo_ev": -5.8}

=====

No. 2
{"formula": "C11H15N2O13P2Pd", "method": "wB97M-V/def2-TZVPD", "symbols": ["Pd", "C", "C", "O", "P", "O", "O", "O", "P", "O", "O", "O", "H", "H", "H", "H", "H", "H", "H", "O", "C", "O", "C", "O", "O", "O", "C", "N", "C", "O", "C", "C", "C", "C", "N", "C", "H", "H", "H", "H", "H", "H", "H", "H"], "positions_angstrom": [[0.03287, -0.62052, 0.01629], [-3.56646, -2.95294, -1.35953], [-2.83076, -2.61101, -0.06765], [-3.56171, -3.12821, 1.06788], [-2.88290, -0.80024, 0.25415], [-4.33708, -0.63173, 0.88472], [-2.99307, -0.06421, -1.12708], [-1.81014, -0.25183, 1.13405], [-1.10573, -3.35920, -0.08718], [-1.51866, -4.81781, 0.57978], [-0.66967, -3.52396, -1.48677], [-0.22672, -2.71794, 0.96121], [-4.57971, -2.54746, -1.33352], [-3.61693, -4.03781, -1.46165], [-3.03194, -2.55355, -2.21771], [-3.17404, -3.99562, 1.25421], [-4.52088, -1.40598, 1.44071], [-2.40815, 0.73721, -1.14130], [-1.00010, -4.90665, 1.38860], [-1.25580, 4.05743, -1.36293], [-0.83702, 2.95803, -1.16828], [-1.15639, 1.81895, -0.87807], [1.28300, 2.98782, -1.42152], [1.62950, 4.12364, -1.48610], [1.58664, 1.82371, -1.45695], [2.84474, 2.49049, -5.62464], [3.52076, 1.25503, -5.66480], [3.15418, 0.58251, -4.44563], [3.62045, -0.66058, -4.19830], [4.35255, -1.24554, -4.98528], [3.20912, -1.26563, -2.89543], [3.98201, -2.27096, -2.33216], [3.61618, -2.77807, -1.09852], [2.49900, -2.25947, -0.46407], [1.75228, -1.29903, -1.01113], [2.08399, -0.83544, -2.21215], [3.06365, 2.99160, -6.41399], [4.60815, 1.38973, -5.71146], [3.21285, 0.64473, -6.51982], [2.69132, 1.13373, -3.73613], [4.85023, -2.62908, -2.86947], [4.18536, -3.56395, -0.62241], [2.15569, -2.62520, 0.49430], [1.42202, -0.08501, -2.61565]], "mulliken_spin": [0.882, -0.001, 0.001, 0.000, 0.001, 0.001, 0.000, 0.034, 0.006, 0.002, -0.004, 0.045, 0.000, 0.000, 0.000, 0.001, 0.000, 0.004, 0.001, 0.164, 0.264, 0.116, 0.213, 0.134, 0.096, 0.000, 0.001, -0.003, 0.000, 0.000, 0.003, -0.003, 0.002, -0.009, 0.046, -0.017, 0.000, 0.000, 0.000, 0.003, 0.000, 0.000, 0.000, 0.016], "s_squared": 2.005, "gap_ev": [6.8, 8.4], "total_charge": -1, "relative_energy_kcal_mol": 0.00, "homo_ev": [-4.3, -6.0], "spin_multiplicity": 3}

=====

No. 3
{"formula": "CHFN2O3", "method": "wB97M-V/def2-TZVPD", "symbols": ["C", "N", "N", "O", "O", "O", "F", "H"], "positions_angstrom": [[-1.52388, 0.23348, -0.04695], [-0.82332, 1.22841, 0.01223], [1.34926, -1.49448, 0.02249], [0.35209, 1.58766, 0.03055], [1.91467, -0.41920, -0.00559], [0.14934, -1.56463, 0.00871], [-2.78583, 0.04077, 0.02442], [1.36768, 0.38799, -0.04587]], "nbo_charge": [0.615, 0.053, 0.383, -0.444, -0.426, -0.401, -0.240, 0.459], "gap_ev": 8.9, "relative_energy_kcal_mol": 100.94, "homo_ev": -10.3}

=====

no.,energy (eV)
1,-3839675.320
2,-63313.892
3,-12885.576